No. 1
Here is a cluster of 8 separate species, C27H64BF4N19O10PS in total from the OMol25 dataset. Energies are from ωB97M-V/def2-TZVPD.

Each line ends with the Mulliken charge.
Positions of all 127 atoms, in Å:
C 0.951 -3.005 -5.986  -1.017
C 2.454 -2.740 -6.061  -0.436
C 3.256 -3.393 -4.921  -0.866
C 3.784 -2.413 -3.873  -0.918
C 2.735 -1.997 -2.831  0.686
C 3.360 -1.569 -1.505  -1.676
C 2.377 -1.190 -0.384  -0.545
C 1.069 -1.976 -0.388  0.014
C 1.145 -3.481 -0.090  -1.650
N 2.319 -3.868 0.708  0.279
N -0.102 -3.928 0.464  -0.404
C -0.546 -3.465 1.779  0.617
B 0.135 -4.407 2.992  0.413
O 0.765 -5.543 2.536  -0.680
N -0.077 -4.190 4.423  0.154
C -1.173 -5.034 4.958  -1.163
C 1.165 -4.450 5.169  -1.031
C -2.075 -3.773 1.833  0.617
F -2.704 -3.347 0.717  -0.236
F -2.208 -5.129 1.877  -0.324
C -2.819 -3.158 3.051  0.368
F -3.446 -2.012 2.644  -0.253
F -3.755 -4.007 3.506  -0.350
C -0.446 -1.893 1.804  0.001
P 0.473 -1.061 3.165  0.063
O -0.510 -1.230 4.412  -0.509
O 0.224 0.459 2.659  -0.715
S 2.332 -1.486 3.245  -0.187
N 0.040 -1.237 0.499  1.211
C -1.113 -0.734 -0.297  0.670
C -1.604 0.553 -0.114  -1.077
C -2.689 0.914 -0.900  -1.242
C -3.199 -0.012 -1.817  -0.970
N -2.768 -1.272 -1.957  -0.725
C -1.728 -1.609 -1.202  -0.239
H 0.593 -2.871 -4.957  0.077
H 0.722 -4.038 -6.265  0.326
H 0.379 -2.339 -6.633  0.358
H 2.835 -3.091 -7.021  0.371
H 2.617 -1.656 -6.026  0.303
H 4.112 -3.925 -5.341  0.398
H 2.614 -4.130 -4.419  0.427
H 4.635 -2.865 -3.350  0.506
H 4.160 -1.514 -4.374  0.364
H 2.029 -2.824 -2.698  -0.105
H 2.170 -1.143 -3.227  0.161
H 3.967 -0.680 -1.706  0.389
H 4.080 -2.326 -1.168  0.405
H 2.859 -1.291 0.593  -0.380
H 2.129 -0.131 -0.491  0.903
H 0.655 -1.894 -1.390  0.835
H 1.201 -3.937 -1.087  0.580
H 3.181 -3.650 0.211  0.048
H 2.296 -4.882 0.752  0.438
H -0.289 -4.910 0.332  0.459
H 1.715 -5.589 2.683  0.356
H -1.323 -5.951 4.379  0.331
H -0.911 -5.326 5.977  0.507
H -2.118 -4.497 5.020  0.323
H 1.258 -5.503 5.464  0.428
H 2.036 -4.194 4.571  0.230
H 1.195 -3.822 6.063  0.321
H -2.135 -2.882 3.852  0.132
H -1.464 -1.506 1.893  0.326
H -0.014 -1.167 5.242  0.432
H 1.094 0.867 2.494  0.397
H 0.544 -0.385 0.791  -0.181
H -1.164 1.249 0.587  0.966
H -3.123 1.904 -0.832  0.633
H -4.014 0.337 -2.444  0.607
H -1.373 -2.624 -1.287  0.519
C 0.614 2.642 0.056  0.581
O 1.148 1.525 0.137  -0.548
N 0.017 3.223 1.123  0.060
N 0.597 3.340 -1.103  -0.435
H -0.434 4.135 1.120  0.081
H 0.053 2.711 1.983  0.061
H 1.070 2.942 -1.896  0.154
H 0.186 4.253 -1.178  0.185
C -4.711 2.695 1.771  0.651
O -5.000 3.731 1.209  -0.643
N -3.549 2.553 2.495  -0.272
N -5.500 1.577 1.720  -0.365
H -3.290 1.698 2.948  0.106
H -2.944 3.353 2.548  0.150
H -6.360 1.650 1.210  0.220
H -5.280 0.717 2.187  0.138
C -1.038 6.246 2.886  0.703
O -1.151 5.817 1.740  -0.792
N -1.046 5.418 3.979  -0.315
N -0.909 7.566 3.144  -0.280
H -0.968 5.756 4.920  0.178
H -1.177 4.438 3.829  0.150
H -0.904 8.213 2.366  0.161
H -0.826 7.928 4.074  0.113
C -0.034 11.023 1.890  0.673
O -0.814 10.183 1.464  -0.698
N 0.116 11.278 3.225  -0.373
N 0.734 11.778 1.057  -0.394
H 0.743 11.973 3.586  0.168
H -0.471 10.777 3.863  0.198
H 0.637 11.617 0.072  0.225
H 1.372 12.482 1.378  0.166
C 5.581 -4.199 2.291  0.532
O 5.574 -4.169 1.071  -0.651
N 6.720 -4.334 3.024  -0.407
N 4.411 -4.090 2.999  -0.039
H 6.734 -4.362 4.026  0.155
H 7.583 -4.415 2.520  0.253
H 3.585 -3.932 2.444  -0.252
H 4.348 -4.094 4.000  0.235
C -4.530 0.788 -6.319  0.569
O -4.628 0.995 -7.510  -0.622
N -4.574 -0.459 -5.761  -0.291
N -4.364 1.808 -5.407  -0.305
H -4.453 -0.619 -4.779  0.157
H -4.708 -1.240 -6.375  0.200
H -4.348 2.747 -5.760  0.207
H -4.292 1.659 -4.420  0.128
C 0.208 2.950 -5.169  0.653
O 1.356 3.264 -4.911  -0.649
N -0.170 2.415 -6.366  -0.341
N -0.801 3.108 -4.252  -0.202
H -1.114 2.158 -6.587  0.135
H 0.544 2.296 -7.060  0.213
H -0.552 3.505 -3.368  0.081
H -1.754 2.855 -4.437  0.163

## Properties
Gap between HOMO and LUMO in eV: 9.4
Spin multiplicity: 1
HOMO in eV: -11.5512
Charge: +1

***

No. 2
Here is a cluster of 4 separate species, C27H64BN3 in total at a distorted geometry from the OMol25 dataset. Energies are from ωB97M-V/def2-TZVPD.

Each line ends with the Mulliken charge.
Positions of all 95 atoms, in Å:
B -0.448 -0.043 -0.840  0.197
H -1.075 0.504 -0.050  -0.233
H -0.428 0.634 -1.762  -0.602
H 0.602 -0.234 -0.418  -0.204
H -0.921 -1.052 -1.086  -0.343
C 3.020 -1.694 6.318  -1.393
C 2.794 -1.304 4.858  -0.082
C 1.916 -0.067 4.811  -0.873
N 1.585 0.497 3.408  0.373
C 0.597 1.650 3.589  -1.202
C 0.464 2.497 2.334  -0.123
C 1.776 2.928 1.700  -0.903
C 2.619 1.655 1.426  -0.410
C 2.859 0.927 2.721  -0.728
C 0.815 -0.583 2.630  -1.012
H 3.239 -2.756 6.401  0.380
H 2.161 -1.502 6.964  0.373
H 3.811 -1.091 6.766  0.359
H 2.226 -2.112 4.389  0.240
H 3.722 -1.204 4.298  0.314
H 2.329 0.805 5.319  0.435
H 0.895 -0.239 5.150  0.522
H 0.880 2.168 4.506  0.534
H -0.377 1.228 3.840  0.377
H -0.105 3.378 2.661  0.619
H -0.329 2.123 1.680  0.117
H 2.301 3.630 2.352  0.396
H 1.588 3.543 0.819  0.391
H 3.535 2.003 0.954  0.415
H 2.055 0.968 0.791  0.050
H 3.430 1.493 3.459  0.474
H 3.435 0.017 2.551  0.479
H 1.644 -1.218 2.312  0.595
H 0.318 -0.132 1.773  -0.050
H 0.205 -1.141 3.334  0.450
C -2.640 6.318 -5.282  -1.492
C -2.378 4.884 -4.818  -0.164
C -1.486 4.928 -3.586  -0.572
N -1.199 3.554 -2.949  0.091
C -0.463 3.695 -1.617  -0.330
C -1.284 4.416 -0.549  -0.763
C -2.622 3.675 -0.337  -0.538
C -3.348 3.430 -1.633  -0.885
C -2.491 2.723 -2.706  -0.319
C -0.192 2.753 -3.773  -0.923
H -3.121 6.253 -6.262  0.413
H -1.812 6.981 -5.530  0.376
H -3.369 6.806 -4.634  0.382
H -1.761 4.429 -5.597  0.315
H -3.303 4.338 -4.656  0.249
H -1.994 5.427 -2.764  0.260
H -0.509 5.352 -3.807  0.386
H 0.398 4.299 -1.911  0.394
H -0.104 2.737 -1.244  0.098
H -1.572 5.446 -0.761  0.413
H -0.724 4.368 0.385  0.302
H -3.251 4.188 0.392  0.483
H -2.374 2.767 0.226  0.093
H -3.752 4.406 -1.923  0.305
H -4.259 2.841 -1.511  0.508
H -2.849 2.590 -3.722  0.642
H -2.074 1.819 -2.260  0.249
H 0.597 3.407 -4.140  0.355
H -0.804 2.361 -4.585  0.476
H 0.277 1.911 -3.270  0.190
C 3.270 -6.063 -1.901  -1.494
C 1.977 -5.246 -2.007  -0.367
C 1.586 -4.746 -0.608  -0.659
N 0.128 -4.351 -0.472  0.604
C -0.731 -5.604 -0.340  -0.573
C -2.218 -5.380 -0.015  -0.731
C -2.397 -4.387 1.153  -0.993
C -1.585 -3.089 0.959  -0.304
C -0.134 -3.433 0.738  -0.905
C -0.349 -3.640 -1.734  -1.532
H 4.137 -5.562 -1.470  0.355
H 3.562 -6.365 -2.908  0.412
H 3.097 -6.997 -1.365  0.372
H 1.254 -5.982 -2.364  0.306
H 2.099 -4.496 -2.784  0.413
H 2.074 -3.791 -0.401  0.410
H 1.808 -5.432 0.206  0.385
H -0.346 -6.277 0.428  0.470
H -0.708 -6.191 -1.258  0.269
H -2.675 -6.338 0.229  0.451
H -2.738 -4.991 -0.891  0.330
H -2.048 -4.875 2.066  0.320
H -3.442 -4.114 1.288  0.444
H -1.712 -2.556 1.902  0.334
H -1.939 -2.433 0.165  0.279
H 0.212 -4.144 1.497  0.502
H 0.531 -2.574 0.809  0.419
H 0.182 -2.689 -1.750  0.688
H -1.411 -3.430 -1.667  0.517
H -0.161 -4.203 -2.642  0.353

## Properties
Gap between HOMO and LUMO in eV: 9.9
Spin multiplicity: 1
HOMO in eV: -13.8188
Charge: +2

***

No. 3
Here is a cluster of 6 separate species, C27H64ClN4O9 in total at a distorted geometry from the OMol25 dataset. Energies are from ωB97M-V/def2-TZVPD.

Each line ends with the Mulliken charge.
Positions of all 105 atoms, in Å:
Cl -1.753 0.927 0.453  1.440
O -1.453 -0.239 1.271  -0.458
O -0.671 1.145 -0.489  -0.546
O -2.959 0.673 -0.313  -0.599
O -1.923 2.068 1.308  -0.745
C -6.266 -0.074 -1.775  -0.536
O -6.306 -1.508 -1.740  -0.455
H -5.230 0.241 -1.868  0.129
H -6.846 0.318 -2.615  0.316
H -6.664 0.334 -0.842  0.301
H -7.207 -1.676 -1.449  0.264
C -3.016 -1.573 -3.191  -1.098
C -2.664 -2.588 -2.095  0.245
C -1.261 -2.326 -1.600  -0.177
O -0.937 -3.104 -0.484  -0.376
C 0.381 -2.878 -0.082  -0.546
N -3.627 -2.551 -0.966  -0.401
H -2.265 -1.526 -3.985  0.321
H -3.157 -0.566 -2.779  0.104
H -3.994 -1.812 -3.623  0.357
H -2.749 -3.568 -2.585  0.449
H -1.236 -1.242 -1.403  -0.309
H -0.513 -2.501 -2.391  0.378
H 1.111 -3.119 -0.882  0.440
H 0.578 -3.531 0.765  0.291
H 0.565 -1.813 0.115  0.024
H -4.549 -2.663 -1.381  0.265
H -3.596 -1.559 -0.714  0.040
C -2.182 -1.800 4.412  -1.088
C -2.855 -2.807 3.477  0.331
C -4.001 -2.087 2.769  -0.458
O -4.744 -2.923 1.916  -0.378
C -5.947 -2.294 1.576  -0.649
N -1.938 -3.370 2.478  -0.474
H -1.946 -0.876 3.879  -0.128
H -1.280 -2.203 4.877  0.426
H -2.820 -1.544 5.270  0.535
H -3.274 -3.607 4.099  0.371
H -3.507 -1.303 2.169  -0.149
H -4.620 -1.587 3.529  0.464
H -6.408 -2.884 0.781  0.216
H -5.753 -1.308 1.126  0.194
H -6.614 -2.198 2.442  0.388
H -1.275 -3.965 2.970  0.302
H -1.358 -2.608 2.126  -0.052
C 3.493 -0.362 -2.087  -1.627
C 3.137 0.689 -3.139  2.064
C 4.375 0.935 -4.015  -1.391
C 4.067 1.766 -5.261  -0.635
C 2.944 1.147 -6.064  -1.191
C 1.701 0.811 -5.221  1.657
N 2.094 0.138 -4.006  -0.308
O 0.964 -0.221 -3.244  0.076
C 0.821 2.080 -5.058  -1.709
C 0.858 -0.137 -6.071  -1.748
C 2.782 1.998 -2.433  -1.648
H 4.512 -0.223 -1.726  0.452
H 3.365 -1.349 -2.526  0.468
H 2.795 -0.213 -1.265  0.025
H 5.075 1.534 -3.420  0.376
H 4.906 0.012 -4.258  0.390
H 4.969 1.866 -5.871  0.418
H 3.805 2.781 -4.950  0.287
H 3.279 0.207 -6.519  0.380
H 2.675 1.788 -6.906  0.446
H -0.236 1.865 -4.892  0.408
H 1.179 2.769 -4.294  0.299
H 0.851 2.667 -5.981  0.441
H 0.526 0.409 -6.957  0.411
H 1.432 -1.027 -6.325  0.470
H -0.052 -0.433 -5.547  0.090
H 1.791 1.947 -1.959  0.164
H 2.791 2.893 -3.052  0.335
H 3.415 2.231 -1.570  0.478
H 0.464 0.589 -3.052  0.251
C 2.256 0.897 1.237  -2.091
C 2.674 1.157 2.665  2.041
C 3.339 2.537 2.733  -1.210
C 3.456 3.035 4.156  -0.698
C 2.057 3.116 4.742  -1.375
C 1.303 1.774 4.788  1.602
N 1.462 1.193 3.476  0.659
O 0.680 0.031 3.310  -0.311
C 1.858 0.866 5.899  -1.629
C -0.174 2.071 5.023  -1.848
C 3.686 0.102 3.129  -2.048
H 1.750 -0.041 1.029  0.108
H 3.155 1.036 0.623  0.460
H 1.602 1.690 0.860  0.405
H 4.319 2.486 2.247  0.428
H 2.756 3.273 2.170  0.434
H 3.859 4.050 4.232  0.393
H 4.114 2.410 4.764  0.281
H 1.406 3.796 4.187  0.374
H 2.055 3.488 5.774  0.482
H 2.566 0.127 5.515  0.372
H 2.370 1.374 6.724  0.274
H 1.097 0.238 6.376  0.394
H -0.337 2.568 5.983  0.407
H -0.507 2.780 4.260  0.438
H -0.775 1.168 4.960  0.205
H 4.367 -0.166 2.311  0.439
H 3.187 -0.837 3.377  0.399
H 4.312 0.433 3.956  0.322
H 0.059 0.265 2.604  0.194

## Properties
Gap between HOMO and LUMO in eV: 8.0
Spin multiplicity: 1
HOMO in eV: -5.4244
Charge: -1

***

No. 4
Here is a cluster of 11 separate species, C27H64N24O13S in total at a distorted geometry from the OMol25 dataset. Energies are from ωB97M-V/def2-TZVPD.

Each line ends with the Mulliken charge.
Positions of all 129 atoms, in Å:
C -2.792 0.878 0.191  -2.442
C -2.050 -0.465 0.105  1.939
S -0.934 -0.430 1.594  -0.506
C -3.086 -1.627 0.025  1.798
C -3.879 -2.020 1.263  -1.345
N -3.067 -2.322 2.421  -0.195
C -4.156 -1.185 -1.032  -1.441
C -4.856 -2.303 -1.722  0.118
C -5.493 -1.977 -3.057  -1.022
O -4.329 -2.741 -2.913  -0.390
N -2.361 -2.737 -0.591  -0.312
C -1.554 -2.130 -1.582  -1.405
O -1.279 -2.637 -2.609  -0.552
C -1.095 -0.734 -1.119  1.688
C 0.385 -0.984 -0.773  -3.014
C 1.231 -1.383 -2.007  -0.715
C 2.643 -0.916 -1.844  0.151
N 3.317 -1.377 -0.708  -0.399
O 3.183 -0.195 -2.648  -0.599
C -1.181 0.366 -2.151  0.220
C -1.879 0.220 -3.345  -0.361
C -1.922 1.311 -4.199  -1.096
C -1.300 2.503 -3.869  -0.562
N -0.605 2.651 -2.734  -0.738
C -0.567 1.601 -1.914  0.209
H -2.108 1.661 0.490  0.633
H -3.249 1.185 -0.741  0.432
H -3.525 0.803 0.984  0.655
H -1.729 0.262 2.409  0.356
H -4.443 -2.909 0.967  0.336
H -4.630 -1.274 1.487  0.399
H -2.740 -3.279 2.385  0.202
H -3.600 -2.142 3.262  0.316
H -4.933 -0.612 -0.537  0.821
H -3.705 -0.625 -1.842  -0.204
H -5.370 -3.019 -1.101  0.478
H -6.435 -2.493 -2.968  0.511
H -5.373 -0.917 -3.184  0.218
H -1.801 -3.258 0.081  0.543
H 0.842 -0.106 -0.343  0.597
H 0.471 -1.794 -0.058  1.314
H 0.812 -1.057 -2.945  0.422
H 1.258 -2.470 -2.048  0.601
H 3.669 -0.602 -0.159  0.183
H 2.709 -1.925 -0.113  0.374
H -2.376 -0.703 -3.592  0.602
H -2.477 1.239 -5.122  0.536
H -1.362 3.354 -4.527  0.438
H -0.025 1.735 -0.990  0.468
C -3.206 2.769 -8.086  0.755
O -4.146 1.999 -8.007  -0.647
N -3.335 4.113 -7.854  -0.424
N -1.943 2.355 -8.410  -0.417
H -2.573 4.762 -7.913  0.164
H -4.247 4.451 -7.614  0.209
H -1.812 1.377 -8.585  0.212
H -1.156 2.971 -8.477  0.167
C -6.254 -1.348 4.329  0.771
O -5.040 -1.366 4.455  -0.714
N -6.959 -0.181 4.225  -0.421
N -6.995 -2.494 4.280  -0.420
H -7.954 -0.143 4.120  0.155
H -6.437 0.674 4.259  0.217
H -6.500 -3.363 4.353  0.224
H -7.991 -2.506 4.175  0.156
C -0.832 -5.695 2.722  0.621
O -1.895 -5.174 2.404  -0.714
N -0.448 -6.898 2.185  -0.434
N 0.036 -5.135 3.596  -0.316
H 0.413 -7.354 2.415  0.147
H -1.072 -7.331 1.531  0.230
H -0.183 -4.230 3.988  0.219
H 0.911 -5.553 3.845  0.154
C -8.348 -0.723 -5.521  0.709
O -9.139 -0.658 -4.596  -0.656
N -7.504 -1.787 -5.685  -0.380
N -8.236 0.265 -6.462  -0.385
H -6.839 -1.864 -6.430  0.160
H -7.559 -2.518 -5.004  0.211
H -8.838 1.059 -6.364  0.210
H -7.587 0.234 -7.225  0.165
C 4.797 3.354 -0.236  0.640
O 4.427 4.417 0.234  -0.689
N 3.967 2.317 -0.523  -0.025
N 6.120 3.117 -0.517  -0.352
H 4.275 1.447 -0.923  -0.002
H 2.990 2.447 -0.332  0.077
H 6.767 3.853 -0.316  0.126
H 6.461 2.258 -0.917  0.207
C 6.406 -0.250 1.216  0.633
O 6.608 -0.384 0.013  -0.617
N 6.327 -1.317 2.061  -0.431
N 6.233 0.980 1.763  -0.309
H 6.159 -1.230 3.045  0.161
H 6.445 -2.230 1.663  0.229
H 6.308 1.750 1.115  0.188
H 6.036 1.148 2.731  0.150
C 7.874 7.421 -0.497  0.470
O 8.937 7.924 -0.188  -0.636
N 7.512 6.159 -0.099  -0.294
N 6.945 8.068 -1.266  -0.358
H 6.629 5.746 -0.343  0.162
H 8.163 5.657 0.473  0.165
H 7.173 8.993 -1.576  0.206
H 6.064 7.666 -1.523  0.181
C 8.473 -1.480 -3.470  0.575
O 9.466 -1.980 -3.973  -0.678
N 8.178 -1.577 -2.143  -0.229
N 7.561 -0.770 -4.211  -0.315
H 7.369 -1.163 -1.713  0.234
H 8.819 -2.092 -1.571  0.156
H 7.741 -0.677 -5.192  0.193
H 6.735 -0.356 -3.821  0.166
C 0.451 -1.060 5.874  0.481
O 0.088 -2.227 5.796  -0.688
N 1.092 -0.563 6.965  -0.242
N 0.240 -0.158 4.867  -0.316
H 1.403 0.389 7.064  0.186
H 1.262 -1.195 7.721  0.174
H -0.229 -0.465 4.031  0.100
H 0.529 0.798 4.932  0.179
C 1.752 1.413 9.846  0.687
O 2.170 1.166 8.723  -0.719
N 1.628 0.449 10.803  -0.370
N 1.381 2.670 10.222  -0.395
H 1.288 0.629 11.728  0.168
H 1.897 -0.485 10.558  0.205
H 1.463 3.398 9.538  0.218
H 1.036 2.896 11.135  0.163

## Properties
SMILES string: C[C@@]1(S)[C@@](CN)(C[C@H]2CO2)NC(=O)[C@@]1(CCC(N)=O)c1cccnc1.NC(N)=O.NC(N)=O.NC(N)=O.NC(N)=O.NC(N)=O.NC(N)=O.NC(N)=O.NC(N)=O.NC(N)=O.NC(N)=O
Gap between HOMO and LUMO in eV: 7.7
Spin multiplicity: 1
HOMO in eV: -7.7284
Charge: 0

***

It is found that the energy values, taken in the order of the records, are -4024.058867 -1255.646277 -2423.210956 -3758.044175 hartree.